Record 1
Formula: C2H7N3
Source: OMol25
Level of theory: wB97M-V/def2-TZVPD

Geometry as XYZ:
```
12
Properties=species:S:1:pos:R:3:forces:R:3
C -0.771 -0.456 0.204 -0.87 0.41 0.35
C 0.548 -0.979 -1.317 1.16 -0.18 0.73
N 0.217 1.340 1.567 0.28 -0.08 0.54
N -0.722 0.982 0.518 0.68 -0.78 1.14
N -0.124 0.676 -0.644 -0.67 0.32 -2.78
H 0.915 1.942 1.132 -0.14 -0.14 -0.10
H -0.291 1.915 2.232 -0.08 -0.08 -0.07
H -1.748 -0.845 -0.054 0.03 0.09 -0.19
H -0.192 -1.013 0.933 0.16 -0.03 -0.20
H 1.596 -0.911 -1.038 -0.09 0.07 -0.09
H 0.225 -2.014 -1.207 -0.33 0.12 0.33
H 0.348 -0.637 -2.327 -0.12 0.28 0.33
```
Positions in Å, forces in eV/Å.

## Properties
max |F|	2.87	eV/A
energy above the lowest of the compared OMol25 structures with the same formula, charge and spin	162.7	kcal per mole
lowest unoccupied orbital energy	0.82	eV
multiplicity	1
calculated total energy	-6650.8994	eV

Now the natural (NBO) charges, all in e: C -0.1266; C -0.4100; N -0.7117; N -0.0833; N -0.3962; H 0.3538; H 0.3511; H 0.2039; H 0.1993; H 0.2112; H 0.1887; H 0.2198



Record 2
Formula: C2H7N3
Source: OMol25
Level of theory: wB97M-V/def2-TZVPD

Geometry as XYZ:
```
12
Properties=species:S:1:pos:R:3:forces:R:3
H -2.831 -0.346 0.132 3.81 -1.27 -0.71
N -1.864 -0.945 -0.019 -0.83 3.12 1.06
C -0.654 -0.354 -0.003 -5.71 0.14 -1.29
C -0.253 1.137 -0.127 -2.36 1.47 1.04
N 0.308 -1.222 -0.098 7.34 -2.18 -0.88
N 1.722 -0.600 0.039 -3.03 -5.80 2.86
H -1.258 1.742 0.176 2.04 -1.10 -2.10
H 0.247 1.517 0.730 0.98 -0.41 1.34
H 0.510 1.512 -0.919 -2.26 -0.90 0.58
H 0.332 -2.336 -0.242 -0.58 4.03 0.63
H 1.692 -0.131 0.900 0.05 0.31 1.45
H 2.050 0.025 -0.571 0.54 2.58 -3.98
```
Positions in Å, forces in eV/Å.

## Properties
max |F|	7.71	eV/A
energy above the lowest of the compared OMol25 structures with the same formula, charge and spin	89.5	kcal per mole
lowest unoccupied orbital energy	0.77	eV
multiplicity	1
calculated total energy	-6654.0730	eV
SMILES	[H]/N=C(\C)NN

Now the natural (NBO) charges, all in e: H 0.3503; N -0.7811; C 0.4108; C -0.7130; N -0.4540; N -0.6543; H 0.2440; H 0.2222; H 0.2465; H 0.4499; H 0.3390; H 0.3396



Record 3
Formula: C2H7N3
Source: OMol25
Level of theory: wB97M-V/def2-TZVPD

Geometry as XYZ:
```
12
Properties=species:S:1:pos:R:3:forces:R:3
C -1.295 -0.909 0.944 -0.03 2.46 2.49
C 0.326 0.274 -0.461 2.39 0.73 1.45
H -2.092 -0.524 0.234 1.11 -0.54 1.02
H -1.657 -0.613 2.116 0.75 -1.71 -3.25
H -1.043 -1.989 0.670 -0.27 1.51 0.85
H 0.493 0.379 1.557 0.06 -0.08 0.85
H 1.537 1.957 -1.436 1.02 -4.88 3.45
H 2.531 0.626 0.003 -2.40 0.69 -1.19
H 0.084 -0.086 -2.413 -1.78 1.17 3.63
N -0.083 0.038 0.828 -1.60 -1.67 -1.85
N 1.672 0.754 -0.635 0.14 3.79 -2.38
N -0.472 0.093 -1.406 0.61 -1.47 -5.06
```
Positions in Å, forces in eV/Å.

## Properties
max |F|	6.06	eV/A
energy above the lowest of the compared OMol25 structures with the same formula, charge and spin	86.0	kcal per mole
lowest unoccupied orbital energy	0.33	eV
multiplicity	1
calculated total energy	-6654.2252	eV

Now the natural (NBO) charges, all in e: C -0.4218; C 0.5536; H 0.2410; H 0.1990; H 0.2117; H 0.3949; H 0.3965; H 0.4099; H 0.3523; N -0.6409; N -0.9136; N -0.7825